Molecular formula: C3H5NOS
Method: DFT, ωB97M-V/def2-TZVPD

```
11
Properties=species:S:1:pos:R:3:forces:R:3:mulliken_charge:R:1
S -1.779 0.774 -0.290 0.52 1.42 -0.70 -0.071
O 0.619 -1.104 -0.448 -1.05 -1.53 -0.43 -0.372
N -1.601 -0.717 0.382 -0.31 -0.68 -0.02 -0.344
C 1.297 1.000 0.338 -0.94 -0.89 0.97 -0.560
C 1.153 0.102 -0.648 2.72 1.94 -0.77 -0.026
C -0.571 -1.396 0.178 1.04 2.03 -0.21 0.049
H 0.848 0.627 1.330 0.71 1.18 -1.44 0.231
H 1.766 0.120 -1.621 -1.42 0.27 1.37 0.266
H -0.438 -2.324 0.584 -0.18 -2.52 1.00 0.431
H -3.066 0.921 -0.061 -0.72 -0.20 0.27 0.142
H 1.772 1.997 0.256 -0.37 -1.01 -0.04 0.255
```
Forces are in eV/Å.

Highest occupied orbital energy in eV: -8.819
SMILES: C=CO/C=N\S
ΔE to the lowest compared entry with this formula, charge and spin in kcal per mole: 67.0
E in eV: -17562.3600


Molecular formula: C3H5NOS
Method: DFT, ωB97M-V/def2-TZVPD

```
11
Properties=species:S:1:pos:R:3:forces:R:3:mulliken_charge:R:1
S 1.424 -2.242 -0.450 -0.20 0.06 0.00 -0.248
O -2.505 -0.806 1.036 0.04 1.03 -0.55 -0.368
N 0.703 0.053 0.755 -0.97 2.87 1.25 -0.440
C 0.651 -0.614 -0.263 0.78 -1.67 -2.06 0.115
C -2.325 0.078 0.295 0.47 0.03 -0.53 0.873
C -1.991 0.975 -0.626 -0.73 0.68 0.73 -1.058
H -2.100 0.741 -1.658 -0.20 -0.73 -0.54 0.300
H 1.096 -0.023 1.693 0.09 -1.01 -0.91 0.237
H 1.734 -2.327 0.857 0.04 -0.09 -0.20 0.111
H 0.178 -0.288 -1.280 0.67 -0.33 2.05 0.243
H -1.852 2.059 -0.508 0.00 -0.84 0.75 0.234
```
Forces are in eV/Å.

Highest occupied orbital energy in eV: -9.086
SMILES: [H]/N=C\S.C=C=O
ΔE to the lowest compared entry with this formula, charge and spin in kcal per mole: 66.1
E in eV: -17562.4019


Q: highest occupied orbital energy of number 2 (C3H5NOS)?
A: -9.086 eV